No. 1
{"formula": "C30H49OSn", "method": "ωB97M-V/def2-TZVPD", "elements": ["C", "C", "C", "C", "Sn", "C", "C", "C", "C", "C", "C", "C", "C", "C", "C", "C", "C", "H", "H", "H", "H", "H", "H", "H", "H", "H", "H", "H", "H", "H", "H", "H", "H", "H", "H", "H", "H", "H", "H", "H", "H", "H", "H", "H", "H", "H", "H", "H", "H", "H", "H", "H", "H", "C", "O", "C", "C", "C", "C", "C", "C", "C", "C", "C", "C", "C", "C", "C", "H", "H", "H", "H", "H", "H", "H", "H", "H", "H", "H", "H", "H"], "xyz": [[1.780, 1.667, -3.003], [1.319, 0.256, -2.823], [2.222, -0.683, -2.109], [-0.091, -0.007, -3.000], [-1.341, -1.328, -1.673], [-3.169, -0.148, -1.219], [-2.799, 1.245, -0.675], [-3.122, 1.343, 0.810], [-3.461, 2.367, -1.464], [-2.044, -3.147, -2.650], [-1.905, -3.256, -4.180], [-2.877, -2.344, -4.930], [-2.117, -4.719, -4.606], [-0.478, -1.878, 0.267], [-0.110, -3.365, 0.423], [-1.260, -4.189, 0.994], [1.154, -3.520, 1.275], [0.124, -3.762, -0.576], [1.990, 1.922, -4.059], [1.033, 2.378, -2.638], [2.685, 1.866, -2.421], [0.996, 1.070, 0.885], [2.738, -1.418, -2.762], [3.014, -0.094, -1.618], [1.746, -1.238, -1.278], [-0.682, 0.898, -2.812], [-0.421, -0.459, -3.956], [-3.688, -0.102, -2.188], [-3.760, -0.751, -0.512], [-1.705, 1.383, -0.771], [-4.193, 1.175, 1.003], [-2.553, 0.601, 1.389], [-2.849, 2.335, 1.195], [-4.549, 2.329, -1.347], [-3.123, 3.344, -1.104], [-3.221, 2.297, -2.530], [-1.484, -3.952, -2.155], [-3.103, -3.253, -2.380], [-0.875, -2.970, -4.452], [-3.907, -2.530, -4.593], [-2.647, -1.279, -4.788], [-2.834, -2.551, -6.009], [-3.129, -5.041, -4.322], [-2.005, -4.834, -5.691], [-1.390, -5.378, -4.115], [0.397, -1.224, 0.377], [-1.222, -1.582, 1.016], [-1.672, -3.698, 1.881], [-2.072, -4.318, 0.272], [-0.913, -5.186, 1.284], [1.025, -3.017, 2.240], [1.370, -4.578, 1.461], [2.034, -3.094, 0.776], [6.605, 1.432, 4.345], [6.057, 2.623, 3.722], [4.761, 2.562, 3.297], [4.426, 3.486, 2.282], [3.314, 3.239, 1.502], [2.385, 2.265, 1.883], [1.073, 2.105, 1.177], [-0.101, 2.377, 2.082], [-0.719, 3.628, 2.060], [-1.620, 3.944, 3.083], [-1.986, 2.987, 4.037], [-1.457, 1.692, 3.963], [-0.543, 1.378, 2.955], [2.674, 1.430, 2.961], [3.823, 1.592, 3.720], [7.669, 1.673, 4.384], [6.207, 1.314, 5.365], [6.415, 0.510, 3.766], [5.126, 4.282, 2.019], [3.141, 3.811, 0.585], [1.038, 2.760, 0.303], [-0.473, 4.303, 1.226], [-2.040, 4.946, 3.087], [-2.741, 3.214, 4.792], [-1.769, 0.922, 4.661], [-0.145, 0.367, 2.818], [1.988, 0.622, 3.214], [4.035, 0.953, 4.573]], "atomic_forces_ev_per_a": [[-0.1, -0.6, -0.1], [0.4, -0.1, 0.5], [0.4, 0.1, -0.3], [-0.5, -0.6, -0.1], [0.4, 0.5, -0.1], [0.6, -0.6, -0.3], [0.1, -0.3, 0.0], [0.0, 0.1, 0.3], [0.0, 0.1, 0.0], [-0.1, 0.1, 0.0], [0.3, -0.2, 0.3], [0.1, 0.0, -0.1], [0.0, 0.2, -0.1], [-0.4, 0.0, 0.0], [0.4, 0.4, -0.2], [0.0, 0.0, 0.0], [0.0, -0.1, 0.0], [0.1, -0.1, 0.2], [0.1, 0.4, 0.2], [-0.5, 0.5, 0.0], [0.3, 0.0, 0.0], [0.0, -0.4, -0.7], [0.1, -0.2, 0.4], [0.3, -0.1, -0.1], [-0.2, -0.3, -0.2], [-0.3, 0.5, -0.5], [-0.3, 0.2, 0.0], [-0.1, 0.1, 0.3], [-0.1, 0.3, -0.2], [-0.3, 0.1, 0.0], [0.2, 0.0, -0.1], [-0.2, 0.1, -0.2], [-0.1, -0.2, 0.0], [0.0, 0.0, -0.1], [0.0, 0.0, 0.0], [0.0, 0.0, 0.1], [-0.2, 0.0, -0.2], [0.0, -0.2, 0.0], [-0.2, 0.0, 0.0], [0.1, 0.1, 0.0], [0.0, -0.2, 0.1], [0.0, 0.1, 0.2], [0.2, 0.0, -0.1], [0.0, 0.0, 0.1], [-0.2, 0.1, -0.1], [-0.1, -0.2, 0.0], [0.1, 0.0, 0.2], [0.0, 0.0, 0.0], [0.0, 0.1, 0.0], [-0.1, 0.1, 0.0], [0.0, -0.1, 0.0], [0.0, 0.0, 0.1], [-0.3, 0.1, 0.1], [-0.3, 1.0, -0.1], [0.2, -0.8, 0.7], [-0.7, 0.0, -0.4], [0.6, -0.9, 0.0], [-0.7, 0.3, 0.4], [0.3, -0.2, 0.2], [-0.3, -0.1, -0.2], [0.0, 0.1, -0.2], [0.2, -0.4, 0.5], [0.0, 0.0, -0.4], [0.1, -0.1, -0.2], [0.0, 0.2, -0.5], [0.1, 0.4, 0.3], [-0.2, 0.3, 0.2], [1.1, 0.6, -0.6], [-0.1, -0.4, 0.1], [0.2, 0.0, -0.3], [0.0, 0.5, 0.1], [0.0, -0.4, 0.1], [-0.1, 0.0, 0.4], [0.0, -0.3, -0.1], [-0.1, -0.1, 0.7], [-0.2, -0.2, 0.2], [0.3, 0.1, -0.2], [-0.1, 0.1, -0.1], [-0.2, 0.3, 0.3], [0.1, 0.3, 0.0], [0.0, 0.0, -0.3]], "lowdin_charge": [-0.192, -0.530, -0.189, -0.321, 1.288, -0.275, -0.535, -0.094, -0.098, -0.300, -0.526, -0.099, -0.109, -0.290, -0.534, -0.095, -0.099, 0.103, 0.043, 0.028, 0.038, 0.107, 0.042, 0.043, 0.021, 0.013, 0.012, 0.036, 0.041, 0.099, 0.084, 0.064, 0.059, 0.075, 0.068, 0.072, 0.028, 0.049, 0.123, 0.078, 0.067, 0.071, 0.076, 0.066, 0.070, 0.020, 0.032, 0.075, 0.067, 0.069, 0.074, 0.064, 0.073, -0.072, -0.111, -0.285, -0.010, -0.030, -0.213, -0.102, -0.227, -0.046, -0.099, -0.101, -0.084, -0.069, -0.031, -0.018, 0.085, 0.085, 0.100, 0.115, 0.117, 0.117, 0.121, 0.096, 0.095, 0.099, 0.109, 0.107, 0.102], "mol_weight_da": 544.432, "gap_ev": 3.1002, "total_charge": -1, "e_tot_ha": -1461.9079, "relative_energy_kcal_mol": 16.2}

***

No. 2
{"formula": "C30H50AlN2O3PS3", "method": "ωB97M-V/def2-TZVPD", "elements": ["Al", "C", "C", "S", "C", "C", "S", "C", "C", "S", "H", "H", "H", "H", "H", "H", "H", "H", "H", "H", "H", "H", "C", "C", "C", "C", "C", "C", "C", "C", "C", "C", "C", "C", "N", "C", "C", "C", "C", "C", "N", "C", "C", "C", "C", "H", "H", "H", "H", "H", "H", "H", "H", "H", "H", "H", "H", "H", "H", "H", "H", "H", "H", "H", "H", "H", "H", "H", "H", "H", "H", "H", "H", "H", "C", "O", "P", "O", "C", "O", "C", "H", "H", "H", "H", "H", "H", "H", "H", "H"], "xyz": [[-0.754, 1.333, 0.752], [-2.926, 3.707, -0.586], [-3.188, 3.919, 0.944], [-2.533, 2.481, 1.959], [-3.998, 1.371, 1.412], [-3.849, 0.714, 0.077], [-2.163, -0.006, -0.438], [-1.747, 0.445, -2.232], [-1.589, 1.960, -2.484], [-1.349, 2.924, -0.880], [-2.822, 4.646, -1.133], [-3.798, 3.170, -1.044], [-4.262, 4.071, 1.189], [-2.688, 4.890, 1.200], [-4.850, 2.018, 1.525], [-3.881, 0.632, 2.235], [-4.302, 1.344, -0.753], [-4.476, -0.226, -0.004], [-2.605, -0.059, -2.788], [-0.868, -0.163, -2.460], [-2.443, 2.482, -2.935], [-0.658, 2.200, -2.968], [-1.485, -3.863, -0.220], [-0.393, -3.287, 0.721], [0.605, -4.430, 1.007], [-0.982, -2.736, 2.001], [-1.514, -3.678, 2.894], [-2.098, -3.332, 4.071], [-1.972, -2.015, 4.533], [-1.314, -1.058, 3.788], [-0.991, 0.205, 4.558], [0.093, -0.034, 5.625], [-2.164, 1.120, 5.033], [-0.833, -1.379, 2.499], [-0.138, -0.405, 1.757], [1.107, -0.638, 1.332], [1.765, 0.431, 0.611], [3.010, 0.379, -0.057], [3.293, 1.628, -0.437], [2.237, 2.462, 0.060], [1.175, 1.672, 0.422], [2.282, 3.965, 0.116], [3.561, 4.353, 0.793], [1.152, 4.562, 1.047], [2.259, 4.548, -1.357], [-1.154, -4.565, -1.033], [-2.019, -3.070, -0.797], [-2.245, -4.416, 0.359], [0.043, -2.405, 0.251], [0.085, -5.388, 1.141], [1.208, -4.287, 1.900], [1.384, -4.601, 0.239], [-1.589, -4.750, 2.566], [-2.621, -4.060, 4.730], [-2.273, -1.778, 5.583], [-0.561, 0.827, 3.784], [-0.042, -0.999, 6.178], [0.174, 0.871, 6.313], [1.109, -0.200, 5.231], [-2.405, 0.826, 6.088], [-3.115, 0.959, 4.520], [-1.876, 2.204, 4.997], [1.776, -1.387, 1.756], [3.582, -0.504, -0.123], [4.150, 1.977, -1.012], [3.530, 4.268, 1.894], [3.696, 5.482, 0.642], [4.401, 3.684, 0.489], [0.481, 5.173, 0.420], [1.475, 5.221, 1.840], [0.499, 3.768, 1.516], [3.194, 4.330, -1.894], [2.157, 5.627, -1.325], [1.398, 4.202, -1.935], [2.579, -1.963, -7.427], [3.231, -2.292, -6.219], [2.478, -2.155, -4.775], [3.801, -2.628, -3.955], [4.316, -3.964, -4.102], [1.662, -3.569, -4.720], [0.255, -3.576, -4.702], [2.946, -0.978, -7.778], [1.508, -1.882, -7.293], [2.752, -2.718, -8.198], [5.275, -4.036, -3.559], [4.505, -4.144, -5.143], [3.554, -4.712, -3.774], [-0.090, -2.896, -3.925], [0.036, -4.590, -4.522], [-0.153, -3.229, -5.612]], "atomic_forces_ev_per_a": [[2.3, -0.6, 1.1], [-1.7, -0.2, 0.1], [1.3, 1.2, -0.6], [-1.8, 0.6, -0.6], [2.8, -0.8, 2.0], [-1.4, -1.0, -2.9], [-0.8, -0.5, -0.6], [-2.2, -0.5, 0.3], [-0.2, 0.4, 1.7], [0.7, 0.4, -1.6], [-0.3, 0.2, 0.4], [1.1, 0.3, 0.3], [0.8, -0.4, -0.2], [-0.2, -1.1, 0.3], [-0.5, -0.1, 0.0], [-0.8, 0.3, -0.6], [1.0, -0.7, 0.9], [0.6, 1.0, 0.6], [1.1, 1.0, 0.4], [0.1, 0.2, 0.3], [0.4, -0.5, -0.2], [0.1, -0.1, -0.7], [-0.8, 0.1, -1.0], [-0.3, -0.2, -0.6], [0.9, -0.2, -0.1], [0.4, 0.6, 1.6], [-0.7, -1.2, -1.7], [-0.7, 0.5, 2.0], [-0.4, -1.0, 0.7], [-0.3, -0.1, 0.7], [0.3, 1.2, -1.4], [0.5, 0.2, 1.0], [0.1, -0.8, 1.6], [-0.7, -1.9, 0.2], [1.0, 1.3, -1.5], [0.2, 3.0, 0.1], [-0.4, -3.2, -0.6], [-1.5, -1.4, 1.7], [0.0, 2.9, -0.3], [-0.5, -0.1, -1.8], [-0.3, 0.0, 1.8], [-1.3, 0.3, 0.1], [1.7, 1.2, 0.7], [-1.5, -0.7, -1.4], [-0.1, -0.2, 0.7], [0.3, 0.6, 1.0], [0.2, -0.3, 0.6], [0.3, 0.2, -0.2], [0.5, -0.4, -0.5], [0.0, 0.3, -0.1], [-0.2, 0.3, 0.4], [-0.8, 0.3, -0.1], [0.2, 1.2, 0.3], [0.6, 0.4, -0.7], [0.1, -0.1, -1.1], [0.8, 0.4, -0.2], [-0.5, 1.1, 0.0], [-0.2, -1.4, -0.6], [-0.4, 0.4, -0.4], [0.2, 0.6, -0.7], [0.2, 0.0, -0.4], [-0.3, -1.1, 0.2], [-0.6, -0.6, -0.4], [0.7, -0.7, -0.2], [-0.2, -0.1, 0.5], [-0.3, -0.3, -0.4], [0.4, -1.7, -0.1], [-0.3, 1.2, -0.1], [0.0, -0.2, 0.2], [0.5, 0.0, 0.1], [0.8, 0.7, -0.3], [-0.4, -0.1, 0.2], [0.1, 0.3, 0.2], [0.1, -0.3, 0.1], [0.0, 0.8, -0.5], [-0.1, 0.0, 0.0], [1.5, -0.8, -0.1], [-0.6, 0.3, 0.6], [-0.3, -0.4, 0.3], [0.5, 0.3, -0.2], [0.9, 0.8, 0.7], [-0.1, -0.6, 0.0], [-0.4, 0.0, 0.0], [0.2, 0.0, 0.3], [-0.7, 0.1, -0.1], [0.2, -0.2, -0.6], [0.8, 0.6, 0.1], [-0.4, -0.2, 0.4], [-1.0, -1.1, 0.3], [-0.5, 0.1, -1.3]], "lowdin_charge": [-0.025, -0.450, -0.381, 0.962, -0.352, -0.384, 0.988, -0.344, -0.323, 0.946, 0.097, 0.093, 0.109, 0.111, 0.096, 0.091, 0.104, 0.118, 0.121, 0.091, 0.103, 0.081, -0.064, -0.372, -0.059, -0.121, -0.046, -0.050, -0.032, -0.164, -0.392, -0.045, -0.083, -0.165, -0.029, -0.002, -0.279, 0.009, -0.006, -0.180, 0.054, -0.510, -0.059, -0.033, -0.015, 0.096, 0.052, 0.083, 0.096, 0.087, 0.080, 0.092, 0.140, 0.132, 0.142, 0.077, 0.095, 0.108, 0.079, 0.097, 0.051, 0.084, 0.168, 0.121, 0.135, 0.096, 0.130, 0.094, 0.072, 0.081, 0.053, 0.097, 0.084, 0.062, -0.144, -0.360, 0.817, -0.379, -0.116, -0.367, -0.142, 0.094, 0.058, 0.094, 0.097, 0.069, 0.088, 0.056, 0.081, 0.064], "mol_weight_da": 640.898, "gap_ev": 6.7877, "total_charge": 2, "e_tot_ha": -3286.1906, "relative_energy_kcal_mol": 17.3}

***

| no. | E_HOMO (Ha) |
| --- | --- |
| 1 | -0.02244 |
| 2 | -0.47473 |